Density functional theory data (ωB97M-V with the def2-TZVPD basis set) for one molecule with the formula C5H8O.

Calculated values
**HOMO-LUMO gap (alpha / beta)**: 7.5 / 7.5 eV
**ΔE to the lowest compared entry with this formula, charge and spin**: 517.91 kJ/mol
**Max |F|**: 0.439 eV Å⁻¹
**HOMO (alpha / beta)**: -7.455 / -7.454 eV

Geometry as ORCA input:
```
! wB97M-V def2-TZVPD RIJCOSX def2/J DEFGRID3
* xyz 0 1
C -0.63 -1.76 0.11
O 0.81 1.87 0.37
H -1.07 -0.37 -1.51
H -1.36 1.60 -0.15
H 1.21 1.91 1.26
C 1.58 0.92 -0.44
H 2.60 1.26 -0.57
C 1.00 -0.14 -0.95
H -0.19 -2.51 -0.55
H -1.67 -2.02 0.33
C -0.83 0.75 0.26
C -0.51 -0.39 -0.56
H -0.06 -1.76 1.05
H -0.88 0.64 1.34
*
```